Entry 1:
ORCA calculation (ωB97M-V with the def2-TZVPD basis set) on a cluster of 4 separate species, C30H37N2O8 in total.

The HOMO energy (alpha / beta) comes out at -8.190 / -9.328 eV. For the energy, the calculation gives -1876.60704 Ha. Its spin multiplicity is 2. The calculation puts the lowest unoccupied orbital energy (alpha / beta) at -1.67 / -1.67 eV. The value obtained for the gap between HOMO and LUMO (alpha / beta) is 0.2396 / 0.2813 hartree. Its largest force on an atom is 0.03254 hartree/bohr.

Geometry as XYZ:
```
77
Properties=species:S:1:pos:R:3:lowdin_charge:R:1
C -1.769 -2.627 -2.751 -0.0564
C -2.473 -1.311 -2.592 -0.4197
O -2.633 -0.702 -3.883 -0.0469
C -1.664 -0.402 -1.661 -0.0978
C -2.388 0.017 -0.399 -0.4556
N -3.649 0.713 -0.797 0.0956
C -2.795 -1.189 0.478 -0.0695
C -1.905 -1.524 1.679 -0.4405
C -2.716 -2.478 2.613 -0.0004
C -0.681 -2.303 1.202 -0.0263
N -1.494 -0.345 2.487 -0.1098
O -0.363 -0.500 3.074 -0.0133
C -1.730 0.988 1.884 -0.4784
C -0.782 2.005 2.505 -0.0318
C -3.144 1.442 2.259 -0.0019
C -1.487 0.991 0.389 -0.0642
H -2.288 -3.256 -3.463 0.0850
H -1.684 -3.158 -1.811 0.0614
H -0.778 -2.457 -3.154 0.0802
H -3.487 -1.442 -2.243 0.1392
H -1.770 -0.370 -4.176 0.0916
H -0.755 -0.918 -1.363 0.1112
H -1.414 0.504 -2.201 0.1284
H -3.639 0.930 -1.788 0.0765
H -3.738 1.600 -0.321 0.0572
H -2.758 -2.073 -0.145 0.1080
H -3.831 -1.075 0.743 0.1028
H -2.608 -2.164 3.640 0.0824
H -3.773 -2.421 2.391 0.0718
H -2.389 -3.499 2.474 0.0776
H -0.958 -3.021 0.445 0.0728
H 0.049 -1.610 0.789 0.0583
H -0.190 -2.797 2.024 0.0880
H -0.991 2.157 3.554 0.0929
H 0.256 1.783 2.300 0.0539
H -1.004 2.939 1.999 0.0712
H -3.849 0.635 2.088 0.0804
H -3.445 2.298 1.668 0.0867
H -3.185 1.670 3.311 0.0863
H -1.587 1.995 0.011 0.1334
H -0.452 0.688 0.238 0.0962
C 0.983 5.674 2.298 0.0242
C 2.144 6.322 2.334 0.0253
C 2.405 7.476 1.438 -0.3870
O 3.462 8.068 1.465 0.1058
C 1.322 7.879 0.505 0.0203
C 0.162 7.229 0.471 0.0194
C -0.098 6.076 1.367 -0.3821
O -1.157 5.484 1.341 0.0961
H 0.769 4.828 2.940 0.1193
H 2.945 6.042 3.005 0.1235
H 1.534 8.723 -0.139 0.1213
H -0.640 7.506 -0.202 0.1208
C 3.484 -5.352 -3.118 0.0299
C 2.922 -4.394 -2.386 0.0331
C 1.475 -4.426 -2.065 -0.3644
O 0.958 -3.551 -1.399 0.0757
C 0.676 -5.561 -2.587 0.0230
C 1.238 -6.519 -3.319 0.0260
C 2.688 -6.490 -3.641 -0.3843
O 3.199 -7.365 -4.306 0.1109
H 4.538 -5.350 -3.365 0.1249
H 3.485 -3.554 -1.995 0.0987
H -0.379 -5.562 -2.340 0.1195
H 0.676 -7.356 -3.711 0.1232
C 5.051 0.399 0.018 0.0224
C 4.489 1.360 0.746 0.0254
C 3.040 1.331 1.071 -0.3641
O 2.526 2.211 1.728 0.1029
C 2.246 0.189 0.556 0.0345
C 2.806 -0.772 -0.175 0.0402
C 4.254 -0.740 -0.499 -0.3720
O 4.771 -1.615 -1.164 0.0947
H 6.105 0.400 -0.231 0.1220
H 5.051 2.200 1.132 0.1220
H 1.192 0.189 0.809 0.0755
H 2.243 -1.613 -0.564 0.0971
```

Entry 2:
ORCA calculation (ωB97M-V with the def2-TZVPD basis set) on a structure of composition C30H38BClIN7OPdS3.

The HOMO energy comes out at 0.969 eV. For the energy, the calculation gives -3729.74393 Ha. The calculation puts the lowest unoccupied orbital energy at 4.04 eV. The value obtained for the gap between HOMO and LUMO is 0.1129 hartree. Its largest force on an atom is 0.05775 hartree/bohr. Its net charge is -2.

Geometry as XYZ:
```
83
Properties=species:S:1:pos:R:3:lowdin_charge:R:1
Pd 0.132 0.622 -0.970 -0.0389
C -4.509 -1.397 0.016 -0.0993
C -4.060 -1.720 1.453 -0.5329
C -3.865 -0.368 2.169 -0.0354
C -5.052 -2.609 2.176 -0.0879
N -2.718 -2.468 1.602 -0.0154
C -2.365 -3.331 2.647 -0.1180
C -1.029 -3.383 2.743 -0.0994
N -0.482 -2.650 1.707 0.0288
B 1.050 -2.417 1.461 -0.5581
N 1.617 -0.967 1.996 0.0491
C 2.339 -1.141 3.144 -0.1168
C 2.621 0.043 3.759 -0.1027
N 2.232 1.035 2.874 -0.0189
C 1.404 0.384 1.924 -0.6717
S 0.125 1.229 1.107 0.5104
C 2.546 2.465 3.177 -0.5704
C 3.902 2.369 3.875 -0.0761
C 1.487 3.113 4.063 -0.0348
C 2.740 3.317 1.977 -0.0733
N 1.489 -2.645 0.023 0.0237
C 1.417 -3.939 -0.525 -0.0752
C 1.713 -3.849 -1.837 -0.0627
N 2.142 -2.527 -2.112 -0.0392
C 2.098 -1.817 -0.932 -0.7150
S 2.639 -0.274 -0.814 0.7007
C 3.046 -2.260 -3.218 -0.5778
C 2.865 -3.178 -4.451 -0.0660
C 2.821 -0.864 -3.798 -0.0933
C 4.476 -2.360 -2.686 -0.0612
C -1.510 -2.178 0.912 -0.6687
S -1.377 -1.520 -0.633 0.6889
H -5.545 -1.015 0.020 0.0732
H -4.465 -2.285 -0.650 0.0803
H -3.876 -0.616 -0.487 0.0539
H -4.784 0.185 2.005 0.0725
H -3.001 0.201 1.712 0.0921
H -3.659 -0.549 3.221 0.0742
H -6.092 -2.252 2.092 0.0771
H -4.848 -2.707 3.272 0.0712
H -5.057 -3.698 1.850 0.1006
H -3.054 -3.800 3.342 0.0890
H -0.346 -3.882 3.435 0.1102
H 1.545 -3.301 2.070 0.0955
H 2.600 -2.118 3.512 0.0921
H 3.201 0.154 4.652 0.0846
H 3.914 1.965 4.897 0.0673
H 4.437 3.339 3.899 0.0844
H 4.551 1.721 3.268 0.0953
H 1.488 2.694 5.058 0.0711
H 0.518 3.037 3.635 0.0542
H 1.775 4.163 4.164 0.0787
H 3.556 2.955 1.343 0.0947
H 3.091 4.318 2.324 0.0903
H 1.883 3.405 1.350 0.0414
H 1.185 -4.812 0.034 0.1008
H 1.736 -4.581 -2.663 0.0988
H 1.909 -2.967 -4.930 0.0848
H 2.895 -4.285 -4.249 0.0756
H 3.668 -2.818 -5.125 0.0777
H 1.822 -0.477 -3.561 0.0758
H 2.943 -0.962 -4.898 0.0731
H 3.520 -0.128 -3.402 0.0470
H 4.586 -3.206 -1.989 0.0873
H 4.729 -1.455 -2.144 0.0368
H 5.155 -2.506 -3.541 0.0754
Cl -3.470 5.732 -4.926 0.6142
C -2.849 4.326 -4.174 -0.6847
C -2.531 3.255 -5.032 -0.2462
C -1.872 2.128 -4.572 -0.6507
I -1.265 0.792 -6.082 0.7627
C -1.585 1.917 -3.164 -0.3902
O -0.959 0.886 -2.752 -0.2370
C -2.084 2.998 -2.250 -0.1356
N -2.243 2.748 -0.947 0.1066
C -2.665 3.667 -0.101 -0.1681
C -2.981 4.990 -0.492 -0.0762
C -2.933 5.230 -1.851 -0.0800
C -2.605 4.238 -2.787 -0.2023
H -2.811 3.348 -6.071 0.0592
H -2.782 3.296 0.902 0.0853
H -3.279 5.784 0.228 0.0956
H -2.998 6.232 -2.272 0.0780
```

Entry 3:
ORCA calculation (ωB97M-V with the def2-TZVPD basis set) on a cluster of 9 separate species, C30H38BF8NO30P2 in total.

The HOMO energy comes out at -8.484 eV. For the energy, the calculation gives -4984.52576 Ha. The calculation puts the lowest unoccupied orbital energy at -0.12 eV. The structure (SMILES) is CN(C)B(O)[C@]1(PP(=O)(O)O)COC(=O)C1.O=C1OC[C@@H](F)O1.O=C1OC[C@@H](F)O1.O=C1OC[C@@H](F)O1.O=C1OC[C@@H](F)O1.O=C1OC[C@@H](F)O1.O=C1OC[C@@H](F)O1.O=C1OC[C@@H](F)O1.O=C1OC[C@@H](F)O1. The value obtained for the gap between HOMO and LUMO is 0.3075 hartree. Its largest force on an atom is 0.11638 hartree/bohr.

Geometry as XYZ:
```
110
Properties=species:S:1:pos:R:3:lowdin_charge:R:1
C 1.779 -0.789 1.764 -0.0849
N 1.157 -1.391 0.549 -0.1381
C 0.441 -2.665 0.816 -0.0679
B 0.385 -0.425 -0.280 -0.5115
O 0.992 -0.035 -1.551 0.0571
C -1.048 0.261 0.077 -0.4396
P -2.571 -0.803 -0.337 0.9354
P -3.400 -1.800 1.405 0.4400
O -3.094 -3.310 1.485 -0.3889
O -5.118 -1.697 1.239 -0.2320
O -3.046 -1.076 2.896 -0.1994
C -1.344 1.576 -0.858 -0.1779
O -1.265 2.814 -0.088 -0.0704
C -1.736 2.453 1.236 -0.3340
O -2.483 3.127 1.952 0.1000
C -0.987 1.065 1.463 -0.0470
H 2.649 -1.477 2.062 0.0899
H 1.018 -0.886 2.641 0.0808
H 2.155 0.279 1.639 0.1045
H -0.694 -2.599 0.842 0.0459
H 0.761 -3.010 1.870 0.0939
H 0.804 -3.510 0.118 0.0938
H 1.807 0.469 -1.287 0.0879
H -2.110 -1.887 -1.185 -0.0266
H -5.231 -1.761 0.253 0.0257
H -3.753 -0.403 3.050 0.0497
H -0.988 1.566 -1.935 0.1456
H -2.490 1.491 -1.002 0.0777
H -1.060 0.517 2.453 0.1262
H 0.117 1.409 1.478 0.1353
C -0.035 5.909 -0.816 -0.0710
C 1.357 6.132 -0.315 -0.3233
O 2.024 6.662 -1.443 0.1363
C 1.065 7.314 -2.160 -0.5346
O 1.295 8.104 -3.026 0.1721
O -0.189 6.959 -1.762 0.0768
F 1.947 4.959 0.023 0.0746
H -0.153 4.946 -1.320 0.1366
H -0.780 5.984 -0.023 0.1452
H 1.429 6.836 0.518 0.1759
C -5.465 1.346 5.754 -0.0676
C -6.379 1.245 4.573 -0.3158
O -7.436 0.439 5.051 0.1428
C -7.499 0.678 6.392 -0.5306
O -8.428 0.387 7.082 0.1799
O -6.373 1.299 6.845 0.0784
F -5.776 0.600 3.542 0.0623
H -4.771 0.503 5.822 0.1483
H -4.892 2.274 5.759 0.1454
H -6.776 2.204 4.229 0.1779
C -7.705 0.326 -2.972 -0.0630
C -8.144 -0.330 -1.701 -0.3205
O -7.381 -1.520 -1.673 0.1397
C -6.233 -1.232 -2.346 -0.5385
O -5.241 -1.900 -2.298 0.1365
O -6.348 -0.087 -3.073 0.0805
F -9.456 -0.658 -1.750 0.0836
H -8.259 -0.032 -3.844 0.1499
H -7.783 1.413 -2.929 0.1451
H -7.943 0.256 -0.799 0.1782
C 2.153 1.013 -5.632 -0.0533
C 3.503 1.652 -5.700 -0.3194
O 3.615 2.303 -4.449 0.1231
C 2.862 1.563 -3.589 -0.5080
O 2.928 1.645 -2.396 0.1563
O 2.030 0.714 -4.248 0.0826
F 3.552 2.587 -6.679 0.0809
H 1.350 1.692 -5.930 0.1524
H 2.088 0.107 -6.237 0.1463
H 4.330 0.946 -5.822 0.1795
C -0.638 -4.656 5.715 -0.0623
C 0.672 -5.107 5.150 -0.3193
O 1.044 -4.034 4.308 0.1290
C 0.485 -2.924 4.863 -0.5240
O 0.799 -1.804 4.585 0.1467
O -0.472 -3.245 5.777 0.0793
F 0.519 -6.218 4.392 0.0830
H -1.483 -4.894 5.063 0.1514
H -0.830 -5.072 6.705 0.1434
H 1.452 -5.274 5.898 0.1776
C 6.454 3.837 -3.973 -0.0712
C 7.185 3.176 -2.848 -0.3204
O 8.506 3.073 -3.338 0.1385
C 8.658 4.120 -4.198 -0.5329
O 9.713 4.514 -4.596 0.1738
O 7.458 4.667 -4.542 0.0802
F 6.708 1.927 -2.624 0.0740
H 6.103 3.125 -4.724 0.1339
H 5.605 4.429 -3.628 0.1469
H 7.183 3.746 -1.914 0.1772
C -1.197 -4.536 -3.399 -0.0635
C 0.189 -4.315 -2.883 -0.3243
O 0.874 -3.794 -4.005 0.1441
C -0.072 -3.144 -4.738 -0.5300
O 0.173 -2.359 -5.606 0.1603
O -1.334 -3.491 -4.354 0.0735
F 0.769 -5.486 -2.530 0.0807
H -1.312 -5.502 -3.898 0.1487
H -1.952 -4.454 -2.616 0.1422
H 0.252 -3.605 -2.053 0.1524
C 6.317 -2.099 1.906 -0.0654
C 5.518 -1.814 3.138 -0.3186
O 4.965 -3.073 3.462 0.1356
C 5.856 -3.994 2.996 -0.5321
O 5.863 -5.143 3.318 0.1748
O 6.742 -3.438 2.123 0.0773
F 4.506 -0.953 2.875 0.0566
H 5.715 -2.052 0.994 0.1500
H 7.170 -1.429 1.798 0.1435
H 6.109 -1.445 3.982 0.1767
```

Entry 4:
ORCA calculation (ωB97M-V with the def2-TZVPD basis set) on a structure of composition C30H38BN7PtS3.

Its energy relative to the best compared isomer or geometry (same formula, charge and spin) is 31.6 kJ/mol. The HOMO energy comes out at -6.858 eV. For the energy, the calculation gives -2888.11361 Ha. The calculation puts the lowest unoccupied orbital energy at -0.03 eV. The value obtained for the gap between HOMO and LUMO is 0.2510 hartree. Its largest force on an atom is 0.01055 hartree/bohr.

Geometry as XYZ:
```
80
Properties=species:S:1:pos:R:3:lowdin_charge:R:1
Pt -0.244 0.674 0.220 0.4602
C -0.784 -3.670 1.253 -0.0830
C 0.432 -3.886 0.361 -0.5255
C 0.361 -5.309 -0.199 -0.0329
C 1.692 -3.685 1.202 -0.0253
N 0.542 -2.950 -0.813 0.0219
C 1.621 -3.115 -1.664 -0.0480
C 1.551 -2.154 -2.596 -0.0536
N 0.440 -1.387 -2.338 0.0374
B 0.218 -0.138 -3.229 -0.5828
N 1.173 1.085 -2.985 0.0200
C 1.235 1.990 -4.020 -0.0561
C 1.919 3.067 -3.600 -0.0451
N 2.298 2.828 -2.288 0.0130
C 1.828 1.610 -1.924 -0.6585
S 2.020 0.780 -0.409 0.6506
C 3.009 3.910 -1.530 -0.5383
C 3.404 3.531 -0.109 -0.0875
C 4.279 4.259 -2.307 -0.0315
C 2.055 5.105 -1.467 -0.0238
N -1.279 0.263 -3.225 0.0181
C -2.173 -0.474 -3.964 -0.0473
C -3.408 -0.032 -3.677 -0.0474
N -3.279 0.985 -2.742 0.0146
C -1.962 1.139 -2.468 -0.6630
S -1.176 2.201 -1.351 0.6005
C -4.512 1.610 -2.168 -0.5402
C -5.320 2.189 -3.331 -0.0317
C -4.234 2.726 -1.171 -0.0855
C -5.291 0.502 -1.456 -0.0238
C -0.171 -1.865 -1.224 -0.6194
S -1.633 -1.261 -0.494 0.6474
H -0.722 -4.426 2.039 0.0921
H -1.719 -3.807 0.714 0.0633
H -0.783 -2.689 1.715 0.0392
H 0.280 -6.011 0.631 0.0904
H 1.244 -5.581 -0.777 0.0730
H -0.518 -5.424 -0.834 0.0940
H 1.647 -4.340 2.074 0.0953
H 1.740 -2.651 1.540 0.0615
H 2.602 -3.920 0.649 0.0802
H 2.335 -3.905 -1.543 0.1175
H 2.190 -1.946 -3.436 0.1273
H 0.469 -0.472 -4.362 0.1226
H 0.769 1.791 -4.968 0.1269
H 2.168 3.974 -4.115 0.1181
H 4.084 2.683 -0.082 0.0674
H 2.543 3.299 0.511 0.0614
H 3.916 4.398 0.313 0.0904
H 4.929 3.387 -2.386 0.0951
H 4.818 5.043 -1.775 0.0907
H 4.067 4.625 -3.311 0.0738
H 1.133 4.822 -0.958 0.0895
H 1.800 5.479 -2.458 0.0789
H 2.527 5.914 -0.909 0.0917
H -1.846 -1.253 -4.628 0.1283
H -4.363 -0.354 -4.046 0.1184
H -4.738 2.945 -3.859 0.0944
H -6.222 2.659 -2.940 0.0902
H -5.625 1.426 -4.046 0.0744
H -3.670 3.544 -1.617 0.0692
H -3.692 2.371 -0.300 0.0585
H -5.203 3.110 -0.849 0.0903
H -5.591 -0.292 -2.139 0.0796
H -6.192 0.924 -1.009 0.0918
H -4.680 0.062 -0.667 0.0844
N 2.015 -3.358 9.051 0.1449
C 1.789 -2.915 8.015 -0.1922
C 1.508 -2.360 6.719 -0.2435
C 2.419 -2.525 5.677 -0.0290
C 2.147 -1.991 4.432 -0.0307
C 0.962 -1.284 4.196 -0.2442
C 0.059 -1.124 5.254 -0.0204
C 0.326 -1.655 6.501 -0.0292
C 0.671 -0.733 2.909 -0.1520
C 0.377 -0.239 1.839 -0.3212
H 3.338 -3.069 5.852 0.1177
H 2.857 -2.111 3.627 0.1105
H -0.857 -0.577 5.081 0.1181
H -0.378 -1.528 7.312 0.1178
```

Entry 5:
ORCA calculation (ωB97M-V with the def2-TZVPD basis set) on a structure of composition C30H38Cl5N2PSTc.

Its energy relative to the best compared isomer or geometry (same formula, charge and spin) is 4.8 kJ/mol. The HOMO energy (alpha / beta) comes out at -14.027 / -14.206 eV. For the energy, the calculation gives -4396.16636 Ha. Its spin multiplicity is 4. The calculation puts the lowest unoccupied orbital energy (alpha / beta) at -7.58 / -7.33 eV. The value obtained for the gap between HOMO and LUMO (alpha / beta) is 0.2369 / 0.2528 hartree. Its largest force on an atom is 0.05504 hartree/bohr. Its net charge is +2.

Geometry as XYZ:
```
78
Properties=species:S:1:pos:R:3:lowdin_charge:R:1
Tc 0.261 0.233 -0.156 1.4536
Cl -0.182 0.680 2.987 0.7097
C -0.171 2.172 2.132 -0.7402
C -0.006 2.075 0.753 -0.4280
C 0.010 3.271 0.034 -0.7290
Cl 0.283 3.112 -1.656 0.7485
C -0.129 4.514 0.639 -0.6989
Cl -0.095 5.944 -0.296 0.7550
C -0.262 4.572 2.035 -0.6822
Cl -0.360 6.083 2.821 0.7636
C -0.285 3.390 2.794 -0.6993
Cl -0.430 3.446 4.495 0.7541
C 3.464 2.779 0.500 -0.0765
C 4.274 1.561 0.942 -0.5872
C 3.922 1.300 2.406 -0.0749
C 5.762 1.837 0.776 -0.0567
P 3.663 0.023 -0.045 1.0584
N 2.061 0.141 -0.062 -0.3826
C 4.035 -1.656 0.814 -0.5941
C 3.775 -2.790 -0.175 -0.0819
C 5.481 -1.720 1.291 -0.0576
C 3.049 -1.837 1.969 -0.0851
C 4.131 0.055 -1.911 -0.5964
C 3.173 -0.865 -2.666 -0.0875
C 5.585 -0.341 -2.129 -0.0556
C 3.901 1.471 -2.429 -0.0831
H 3.646 3.591 1.201 0.1069
H 2.402 2.552 0.516 0.0336
H 3.741 3.140 -0.481 0.0701
H 4.049 2.220 2.971 0.1033
H 4.568 0.558 2.864 0.0735
H 2.880 0.997 2.496 0.0573
H 6.033 2.640 1.459 0.1045
H 6.004 2.176 -0.227 0.0768
H 6.384 0.981 1.020 0.0772
H 4.500 -2.811 -0.983 0.0718
H 2.763 -2.736 -0.573 0.0804
H 3.871 -3.738 0.353 0.1031
H 6.186 -1.546 0.482 0.0814
H 5.671 -2.719 1.678 0.1058
H 5.691 -1.020 2.095 0.0721
H 2.030 -1.614 1.643 0.0463
H 3.283 -1.224 2.831 0.0714
H 3.081 -2.875 2.291 0.1010
H 3.401 -1.915 -2.533 0.0654
H 3.245 -0.655 -3.731 0.1007
H 2.140 -0.678 -2.354 0.0463
H 5.773 -1.390 -1.918 0.0743
H 6.266 0.261 -1.534 0.0769
H 5.834 -0.174 -3.175 0.1056
H 2.898 1.817 -2.186 0.0442
H 4.001 1.464 -3.513 0.1032
H 4.639 2.171 -2.052 0.0752
N -1.638 -0.152 -0.206 -0.5093
S -2.781 0.559 0.754 1.1055
C -4.261 -0.461 0.637 -0.3964
C -4.939 -0.632 -0.561 -0.0664
C -6.132 -1.335 -0.558 -0.0372
C -6.636 -1.854 0.625 -0.0302
C -5.940 -1.688 1.812 -0.0404
C -4.743 -0.991 1.824 -0.0729
C -3.345 1.983 -0.219 -0.3974
C -2.861 2.257 -1.484 -0.1344
C -3.307 3.389 -2.146 -0.0557
C -4.241 4.222 -1.550 -0.0372
C -4.724 3.932 -0.283 -0.0373
C -4.269 2.813 0.395 -0.0676
H -2.056 -0.841 -0.825 0.0441
H -4.556 -0.208 -1.477 0.1167
H -6.674 -1.463 -1.482 0.1217
H -7.576 -2.387 0.619 0.1239
H -6.332 -2.094 2.731 0.1221
H -4.196 -0.848 2.744 0.1148
H -2.146 1.599 -1.956 0.0759
H -2.925 3.612 -3.131 0.1194
H -4.592 5.098 -2.074 0.1212
H -5.456 4.573 0.182 0.1212
H -4.634 2.581 1.384 0.1217
```